No. 1
Density functional theory data (the ωB97M-V functional and the def2-TZVPD basis) for a 2-piece molecular cluster, C30H27BNO6 overall in a non-equilibrium geometry.

Multiplicity = 1
Net charge = +1
Orbital gap = 0.179 hartree

Last column: Löwdin charge in e.
CARTESIAN COORDINATES (ANGSTROEM)
C 3.04 -0.21 -5.14  -0.015
C 2.98 -0.48 -3.71  -0.334
C 3.72 -1.30 -2.91  -0.018
C 3.31 -1.03 -1.57  -0.015
C 2.30 -0.08 -1.61  -0.077
B 1.52 1.01 -0.67  -0.709
N 1.64 2.59 -0.98  -0.126
C 3.00 3.10 -1.26  0.050
C 0.64 2.92 -2.03  0.027
C -0.26 1.72 -2.04  -0.414
O -1.23 1.55 -2.76  0.136
O 0.13 0.80 -1.10  0.110
C 1.16 3.10 0.36  0.018
C 1.91 2.20 1.30  -0.428
O 2.51 2.49 2.30  0.156
O 1.86 0.92 0.77  0.162
O 2.12 0.24 -2.94  0.031
H 4.10 -0.25 -5.44  0.097
H 2.52 -1.02 -5.67  0.095
H 2.61 0.76 -5.42  0.092
H 4.51 -1.98 -3.23  0.117
H 3.71 -1.51 -0.68  0.111
H 3.07 4.14 -0.91  0.116
H 3.75 2.48 -0.75  0.130
H 3.18 3.06 -2.34  0.117
H 0.06 3.83 -1.77  0.163
H 1.11 3.08 -3.01  0.155
H 1.39 4.16 0.51  0.157
H 0.07 2.95 0.49  0.142
C -3.61 -6.19 0.51  -0.035
O -3.15 -5.29 -0.53  -0.057
C -2.33 -4.26 -0.19  -0.219
C -2.25 -3.18 -1.11  0.044
C -1.60 -2.02 -0.76  0.019
C -1.08 -1.83 0.56  -0.114
C -0.84 -0.51 1.08  0.060
C -0.26 -0.27 2.39  -0.109
C -0.73 1.00 2.86  -0.110
C -0.39 1.51 4.11  0.014
C 0.46 0.75 4.92  -0.022
C 0.92 -0.50 4.48  -0.033
C 0.59 -1.01 3.22  0.007
C -1.60 1.57 1.86  -0.127
C -1.74 0.61 0.80  -0.099
C -2.74 0.86 -0.14  0.008
C -3.53 2.00 -0.02  -0.034
C -3.21 3.03 0.88  -0.036
C -2.22 2.81 1.84  -0.010
C -1.09 -2.96 1.42  0.032
C -1.65 -4.16 1.04  0.019
H -4.32 -6.85 0.02  0.100
H -2.77 -6.77 0.90  0.096
H -4.11 -5.61 1.30  0.107
H -2.75 -3.30 -2.08  0.137
H -1.52 -1.22 -1.50  0.120
H -0.78 2.48 4.41  0.125
H 0.72 1.13 5.91  0.122
H 1.57 -1.07 5.14  0.116
H 1.02 -1.94 2.87  0.125
H -2.90 0.15 -0.95  0.111
H -4.40 2.11 -0.68  0.120
H -3.75 3.98 0.87  0.117
H -1.92 3.56 2.58  0.125
H -0.76 -2.85 2.46  0.111
H -1.64 -5.02 1.72  0.120


No. 2
Density functional theory data (the ωB97M-V functional and the def2-TZVPD basis) for C30H27BrCdN5OPS5 as an isolated structure.

Multiplicity = 1
Orbital gap = 0.210 hartree

Last column: Löwdin charge in e.
CARTESIAN COORDINATES (ANGSTROEM)
Cd 0.21 -0.12 0.46  1.173
Br -0.21 1.65 3.05  0.728
C -1.11 0.22 3.91  -0.616
C -1.39 0.42 5.23  -0.153
C -2.09 -0.56 5.96  -0.085
C -2.49 -1.70 5.33  -0.047
C -2.20 -1.92 3.96  -0.173
C -2.62 -3.13 3.34  -0.055
C -2.31 -3.37 2.04  -0.095
C -1.59 -2.41 1.30  -0.216
C -1.17 -1.20 1.81  -0.247
C -1.48 -0.96 3.19  -0.245
H -1.07 1.34 5.71  0.089
H -2.30 -0.40 7.00  0.102
H -3.03 -2.47 5.87  0.109
H -3.16 -3.85 3.94  0.107
H -2.60 -4.31 1.58  0.096
H -1.31 -2.68 0.28  0.040
C -1.72 3.69 -1.36  -0.051
C -0.68 4.59 -1.54  -0.047
C 0.59 4.25 -1.13  -0.001
C 0.81 3.01 -0.55  -0.224
N -0.18 2.14 -0.39  0.013
C -1.41 2.48 -0.77  -0.151
C 2.16 2.58 -0.05  -0.237
C 3.28 3.39 -0.16  -0.006
C 4.49 2.92 0.32  -0.043
C 4.55 1.67 0.89  -0.029
C 3.38 0.92 0.97  -0.143
N 2.21 1.37 0.49  0.026
H -2.73 3.92 -1.64  0.107
H -0.86 5.56 -2.00  0.113
H 1.40 4.95 -1.26  0.105
H -2.18 1.74 -0.59  0.074
H 3.22 4.37 -0.61  0.102
H 5.38 3.53 0.23  0.113
H 5.47 1.26 1.27  0.115
H 3.36 -0.07 1.39  0.055
S 6.90 -1.92 -2.60  0.484
C 5.34 -1.70 -2.12  -1.532
S 4.15 -0.87 -3.03  0.887
C 2.82 -1.03 -1.91  -1.072
C 3.04 -1.74 -0.79  -1.179
S 1.97 -2.09 0.54  0.442
S 4.68 -2.35 -0.66  0.884
S 1.33 -0.25 -2.33  0.690
O 0.51 -2.87 -2.49  -0.044
C 0.07 -1.78 -2.53  -0.694
C -3.24 -1.81 -4.56  -0.107
N -3.62 -2.63 -3.31  -0.071
C -4.91 -2.05 -2.73  -0.133
N -4.76 -0.67 -2.45  -0.148
C -4.43 0.03 -3.68  -0.175
N -3.18 -0.42 -4.28  -0.144
C -1.99 -0.04 -3.49  -0.296
P -1.85 -0.98 -1.88  0.871
C -2.51 -2.67 -2.29  -0.251
C -3.69 -0.44 -1.42  -0.280
H -4.01 -2.04 -5.29  0.138
H -2.27 -2.20 -4.89  0.148
H -3.80 -3.59 -3.62  0.173
H -5.11 -2.63 -1.82  0.139
H -5.69 -2.23 -3.47  0.137
H -4.34 1.10 -3.47  0.130
H -5.24 -0.11 -4.40  0.130
H -2.06 1.02 -3.28  0.083
H -1.10 -0.21 -4.10  0.076
H -2.93 -3.11 -1.39  0.092
H -1.72 -3.31 -2.67  0.085
H -3.73 0.62 -1.18  0.057
H -3.98 -0.97 -0.51  0.080


No. 3
Density functional theory data (the ωB97M-V functional and the def2-TZVPD basis) for C30H27Cl3N7P2PdSe as an isolated structure.

Multiplicity = 1
Net charge = +3
Orbital gap = 0.253 hartree

Last column: Löwdin charge in e.
CARTESIAN COORDINATES (ANGSTROEM)
Pd 1.70 0.36 -0.70  0.571
C -2.65 -0.01 -2.01  -0.050
N -1.36 -0.31 -1.30  -0.374
P -0.65 -1.81 -1.47  0.919
C -1.84 -3.03 -1.88  -0.316
C -1.79 -3.73 -3.09  -0.050
C -2.74 -4.70 -3.34  -0.028
C -3.72 -4.98 -2.41  -0.011
C -3.77 -4.29 -1.20  -0.031
C -2.83 -3.32 -0.93  -0.074
C 0.36 -2.15 -0.05  -0.323
C -0.19 -2.03 1.24  -0.071
C 0.52 -2.50 2.33  -0.027
C 1.75 -3.11 2.16  -0.015
C 2.29 -3.26 0.88  -0.051
C 1.60 -2.79 -0.22  -0.091
P -0.48 1.05 -0.71  0.973
C -1.17 1.38 0.92  -0.360
C -0.76 2.51 1.63  -0.121
C -1.41 2.85 2.80  -0.040
C -2.48 2.09 3.26  -0.024
C -2.91 0.99 2.54  -0.034
C -2.26 0.63 1.37  -0.101
C -0.92 2.43 -1.75  -0.349
C -0.45 2.51 -3.06  -0.112
C -0.89 3.51 -3.90  -0.036
C -1.80 4.46 -3.44  -0.016
C -2.29 4.38 -2.14  -0.027
C -1.86 3.37 -1.29  -0.059
H -3.17 -0.94 -2.21  0.085
H -2.45 0.52 -2.94  0.094
H -3.26 0.61 -1.36  0.095
H -1.02 -3.51 -3.82  0.110
H -2.71 -5.25 -4.28  0.128
H -4.46 -5.75 -2.62  0.130
H -4.54 -4.52 -0.47  0.126
H -2.87 -2.79 0.02  0.108
H -1.15 -1.57 1.39  0.082
H 0.09 -2.40 3.32  0.127
H 2.29 -3.50 3.01  0.128
H 3.24 -3.77 0.75  0.114
H 2.01 -2.95 -1.21  0.111
H 0.03 3.13 1.26  0.110
H -1.10 3.73 3.35  0.122
H -2.99 2.37 4.18  0.126
H -3.76 0.41 2.89  0.124
H -2.63 -0.22 0.81  0.086
H 0.25 1.78 -3.44  0.017
H -0.52 3.57 -4.92  0.125
H -2.14 5.25 -4.09  0.129
H -3.01 5.10 -1.79  0.127
H -2.26 3.31 -0.29  0.108
Cl 6.55 -2.16 -1.52  0.689
C 6.13 -1.22 -0.09  -1.625
Cl 6.12 -2.23 1.35  0.671
Cl 7.19 0.17 0.11  0.692
C 4.76 -0.72 -0.29  -0.308
N 3.69 -0.34 -0.44  0.099
N 3.04 2.54 5.40  0.217
C 3.04 2.54 4.08  -0.456
N 3.82 3.40 3.42  0.217
N 2.24 1.66 3.47  0.151
C 2.15 1.52 2.21  -0.314
N 2.00 1.36 1.06  0.039
H 3.60 3.17 5.95  0.138
H 2.46 1.88 5.89  0.136
H 4.41 4.06 3.90  0.136
H 3.82 3.44 2.42  0.119
Se 2.42 0.38 -3.19  1.014
C 1.27 -0.85 -2.76  -0.787
N 0.43 -1.72 -2.77  -0.013


So what do the calculations give for ΔE to the lowest compared entry with this formula, charge and spin? Going down the list: 15.72 10.83 0.00 kcal per mole.
So what do the calculations give for lowest unoccupied orbital energy? Going down the list: -5.4 -0.5 -10.0 eV.
So what do the calculations give for energy? Going down the list: -45994.97199 -179116.04009 -166926.35858 eV.